# 1
Density functional theory data (ωB97M-V/def2-TZVPD) for a 3-piece molecular cluster, C16H19BF4NO5P overall at a distorted geometry.

Each line ends with the natural charge from an NBO analysis.
Element x y z (Å)
C 3.878 -0.768 0.417  -0.2481
H -4.115 1.484 -2.869  -0.0336
H -6.524 2.024 -3.084  0.1777
B -5.544 -0.598 -2.428  0.7030
H 4.427 -1.064 1.304  0.2598
H -7.353 -0.310 -4.463  0.1790
H -7.885 1.784 -2.006  0.2013
H 3.893 -0.165 6.815  0.2335
H 3.769 -0.513 4.342  0.2470
H -8.667 0.183 -3.400  0.1955
H 5.494 -0.852 -0.951  0.2286
O -5.507 -1.972 -2.625  -0.8923
C 4.685 -0.638 4.907  -0.2384
H -4.810 -2.254 -3.222  0.4929
C 3.657 -0.241 -1.972  0.4743
F -0.449 2.816 -2.330  -0.3302
F -1.812 2.174 -3.936  -0.3381
H -3.103 -0.798 -2.793  -0.0144
C 6.027 -0.637 6.963  0.4741
H 1.655 0.343 -2.653  0.2364
O 1.921 -0.578 1.706  -0.5108
C 4.443 -0.652 -0.783  -0.2260
C -7.761 -0.419 -3.455  -0.4097
N -6.824 0.019 -2.413  -0.6801
C 7.159 -1.221 4.863  -0.2250
H 8.017 -1.511 4.270  0.2321
H -6.248 1.744 -1.350  0.2003
O 6.090 -0.468 8.160  -0.4827
F -1.730 1.261 -0.547  -0.3506
O 4.173 -0.139 -3.065  -0.4960
O 5.816 -1.204 2.929  -0.5117
H 8.141 -1.164 6.740  0.2337
C -6.861 1.464 -2.204  -0.4046
C 4.752 -0.454 6.223  -0.2172
C 2.212 0.041 -1.775  -0.2198
F -1.032 0.157 -2.327  -0.3537
C -1.973 1.055 -1.883  0.2991
H -8.037 -1.458 -3.292  0.2213
C 1.644 -0.073 -0.577  -0.2422
C 5.884 -1.036 4.129  0.4877
C 2.435 -0.483 0.609  0.4925
H 0.595 0.131 -0.412  0.2403
H -2.407 3.158 -2.290  0.1400
C 7.225 -1.036 6.179  -0.2265
H -3.855 0.204 -0.716  0.0199
P -3.788 0.287 -2.145  0.4793
C -1.709 2.375 -2.592  0.5024

Results
E_LUMO = -0.0567 Ha
SMILES string = CN(C)B(O)[PH3]C(F)(F)C(F)F.O=C1C=CC(=O)C=C1.O=C1C=CC(=O)C=C1
highest occupied orbital energy = -8.45 eV
energy = -49459.5779 eV



# 2
Density functional theory data (ωB97M-V/def2-TZVPD) for C16H19BrClN2O2SiW as an isolated structure at a distorted geometry.

Each line ends with the Löwdin charge.
Element x y z (Å)
W 0.247 -9.899 8.820  1.0188
N -1.276 -11.125 8.369  -0.2469
H -5.013 -12.193 10.948  0.1093
H -0.694 -11.007 4.718  0.0516
H 0.237 -10.700 6.049  -0.0507
C -4.035 -11.799 10.823  -0.0004
H 0.194 -12.324 5.440  0.0562
C -0.430 -11.445 5.678  -0.1645
Si -1.810 -11.949 6.817  0.4954
H 5.757 -10.760 8.802  0.1382
O 1.579 -8.518 5.440  -0.0172
H 4.527 -8.866 7.629  0.1409
Br 1.336 -8.771 10.679  0.2371
C 2.688 -9.927 7.395  -0.1641
O 3.555 -9.543 5.416  0.2647
H -1.168 -9.983 13.365  0.0838
C -2.264 -10.322 11.659  -0.2966
C -2.049 -11.276 9.538  -0.4143
H -1.069 -8.684 12.113  0.0326
H -3.544 -10.090 6.986  0.0569
H -3.508 -10.790 5.311  0.0599
C 4.737 -10.838 8.400  -0.0183
C 4.066 -9.835 7.768  -0.0379
H -4.026 -10.907 12.733  0.0995
C -3.437 -11.056 6.415  -0.1644
H -3.682 -12.471 8.773  0.0712
H -2.604 -8.898 13.179  0.1053
H 4.590 -12.920 8.838  0.1185
H -2.659 -14.157 7.766  0.0542
C 2.624 -11.946 8.757  -0.0371
C -1.733 -9.381 12.687  -0.0284
H -0.854 -13.821 8.046  0.0403
N -1.592 -10.482 10.495  0.0469
C 2.505 -9.209 5.959  -0.5494
C 1.954 -10.761 8.244  -0.4055
H -1.537 -14.389 6.437  0.0506
C -3.495 -10.970 11.837  0.0013
C -1.693 -13.744 7.336  -0.1672
C 4.013 -12.032 8.614  -0.0287
H 2.091 -12.678 9.341  0.1071
C -3.326 -11.921 9.625  -0.0026
Cl -0.140 -8.235 7.517  0.3328
H -4.304 -11.668 6.665  0.0209

Results
E_LUMO (spin up / spin down) = -0.1867 / -0.2371 Ha
highest occupied orbital energy (spin up / spin down) = -11.52 / -11.97 eV
energy = -116235.5417 eV
multiplicity = 3
⟨S²⟩ = 2.032
net charge = +1